Entry 1:
Density functional theory data (ωB97M-V/def2-TZVPD) for a molecular structure, C49H43Cl4N8O5RbS at a distorted geometry.

## Properties
Energy relative to the best compared isomer or geometry (same formula, charge and spin) ... 1.180 eV
2S+1 ... 1
Charge ... -2
Molecular weight ... 1083.3 g/mol
LUMO level ... 3.4 eV
E_HOMO ... -0.05950 Eh

CARTESIAN COORDINATES (ANGSTROEM)
Rb (1.284, -0.331, 0.239)
Cl (5.629, -6.596, -0.403)
C (4.876, -5.180, 0.312)
C (4.269, -4.251, -0.519)
C (3.667, -3.091, -0.030)
N (3.173, -2.093, -0.878)
C (2.544, -2.380, -1.995)
O (2.066, -3.478, -2.395)
C (2.367, -1.185, -2.940)
C (1.912, -1.450, -4.233)
C (1.761, -0.404, -5.125)
C (2.060, 0.886, -4.704)
C (2.495, 1.059, -3.401)
N (2.652, 0.058, -2.530)
C (3.655, -2.880, 1.377)
C (4.256, -3.842, 2.196)
C (4.871, -4.973, 1.681)
Cl (5.620, -6.112, 2.790)
N (3.149, -1.688, 1.893)
C (2.523, -1.616, 3.050)
O (2.008, -2.526, 3.747)
C (2.413, -0.188, 3.600)
C (1.745, 0.003, 4.810)
C (1.670, 1.275, 5.343)
C (2.262, 2.332, 4.658)
C (2.902, 2.049, 3.462)
N (2.982, 0.823, 2.941)
H (4.259, -4.424, -1.586)
H (1.683, -2.476, -4.488)
H (1.407, -0.587, -6.134)
H (1.951, 1.739, -5.364)
H (2.730, 2.056, -3.035)
H (4.234, -3.690, 3.268)
H (1.296, -0.862, 5.278)
H (1.148, 1.451, 6.280)
H (2.229, 3.345, 5.040)
H (3.370, 2.846, 2.884)
C (7.183, 1.816, 0.119)
C (6.794, 3.078, -0.338)
C (5.452, 3.379, -0.475)
C (4.497, 2.419, -0.142)
C (4.878, 1.170, 0.328)
C (6.229, 0.867, 0.444)
N (3.081, 2.640, -0.225)
N (2.769, 3.582, -0.913)
C (1.347, 3.741, -1.095)
C (0.916, 5.004, -1.453)
C (-0.424, 5.184, -1.763)
C (-1.273, 4.092, -1.728)
C (-0.746, 2.864, -1.346)
N (0.541, 2.698, -1.025)
H (8.235, 1.581, 0.226)
H (7.541, 3.822, -0.585)
H (5.125, 4.349, -0.826)
H (4.130, 0.434, 0.592)
H (6.520, -0.116, 0.796)
H (1.631, 5.816, -1.491)
H (-0.793, 6.160, -2.049)
H (-2.320, 4.175, -1.990)
H (-1.382, 1.981, -1.289)
C (-2.279, 5.081, 2.884)
C (-2.239, 3.818, 2.027)
C (-1.353, 2.741, 2.640)
S (-1.270, 1.264, 1.583)
O (-0.079, 0.516, 2.118)
C (-2.741, 0.401, 2.220)
C (-2.396, -0.606, 3.311)
C (-2.180, -0.014, 4.702)
H (-2.887, 5.860, 2.416)
H (-1.270, 5.482, 3.030)
H (-2.699, 4.872, 3.874)
H (-1.870, 4.064, 1.027)
H (-3.258, 3.434, 1.895)
H (-1.678, 2.468, 3.647)
H (-0.305, 3.057, 2.685)
H (-3.136, -0.107, 1.337)
H (-3.455, 1.169, 2.539)
H (-1.489, -1.135, 3.016)
H (-3.200, -1.346, 3.338)
H (-1.266, 0.586, 4.731)
H (-2.065, -0.810, 5.444)
H (-3.025, 0.616, 5.009)
Cl (-6.488, 0.073, -4.260)
C (-6.814, -0.789, -2.782)
C (-8.096, -0.715, -2.258)
C (-8.394, -1.396, -1.090)
C (-7.402, -2.115, -0.445)
C (-6.118, -2.156, -0.969)
Cl (-4.906, -2.974, -0.048)
C (-5.783, -1.525, -2.176)
N (-4.506, -1.552, -2.759)
C (-3.756, -2.741, -2.851)
C (-4.381, -3.968, -3.068)
C (-3.636, -5.139, -3.131)
C (-2.254, -5.088, -2.996)
C (-1.630, -3.857, -2.819)
C (-2.363, -2.673, -2.761)
C (-1.652, -1.342, -2.647)
C (-2.115, -0.476, -1.468)
O (-3.170, 0.203, -1.642)
O (-1.428, -0.500, -0.416)
H (-8.849, -0.136, -2.777)
H (-9.396, -1.357, -0.675)
H (-7.601, -2.627, 0.490)
H (-3.953, -0.742, -2.471)
H (-5.462, -3.999, -3.163)
H (-4.141, -6.088, -3.283)
H (-1.656, -5.993, -3.030)
H (-0.543, -3.815, -2.729)
H (-1.828, -0.759, -3.557)
H (-0.585, -1.524, -2.556)



Entry 2:
Density functional theory data (ωB97M-V/def2-TZVPD) for a molecular structure, C48H93AsClF3O13P3 at a distorted geometry.

## Properties
Energy relative to the best compared isomer or geometry (same formula, charge and spin) ... 0.000 eV
2S+1 ... 1
Charge ... -1
Molecular weight ... 1138.5 g/mol
LUMO level ... 1.8 eV
E_HOMO ... -0.11401 Eh

CARTESIAN COORDINATES (ANGSTROEM)
C (5.599, 1.709, 2.927)
C (4.145, 2.375, 3.072)
P (2.807, 1.151, 3.601)
C (2.106, 2.064, 5.142)
As (1.052, 0.818, 2.086)
C (1.967, -0.916, 1.493)
C (3.528, -0.958, 1.401)
O (4.178, -1.652, 2.531)
C (5.040, -2.669, 2.096)
C (4.284, -4.065, 1.939)
F (4.982, -5.024, 2.676)
F (4.171, -4.477, 0.637)
F (3.028, -4.044, 2.497)
C (0.100, 2.540, 2.636)
C (0.828, 3.904, 2.624)
C (0.385, 4.920, 1.461)
Cl (0.209, 4.814, 4.159)
C (-0.483, 0.538, 0.782)
C (-1.935, 0.185, 1.182)
C (-2.725, 0.835, 2.353)
O (-2.750, 0.535, -0.025)
C (-3.466, -0.587, -0.504)
C (-4.636, -1.082, 0.395)
C (-4.518, -2.446, 0.938)
C (-5.496, -3.070, 1.806)
C (-6.677, -2.318, 2.204)
C (-6.846, -0.964, 1.663)
C (-5.832, -0.337, 0.744)
P (2.144, 1.827, 0.237)
O (1.955, 0.878, -0.982)
P (0.061, -0.464, 3.814)
C (1.370, -1.237, 4.963)
O (-0.704, -1.882, 3.232)
H (6.374, 2.465, 3.206)
H (5.745, 1.465, 1.836)
H (5.672, 0.781, 3.560)
H (4.332, 3.101, 3.927)
H (3.901, 3.055, 2.220)
H (2.344, 3.150, 5.080)
H (2.717, 1.665, 6.007)
H (1.048, 1.803, 5.358)
H (1.603, -1.305, 0.500)
H (1.721, -1.766, 2.198)
H (4.075, 0.001, 1.265)
H (3.806, -1.591, 0.502)
H (5.769, -2.844, 2.940)
H (5.662, -2.422, 1.199)
H (-0.339, 2.345, 3.655)
H (-0.809, 2.711, 1.987)
H (1.930, 3.971, 2.691)
H (0.189, 5.943, 1.869)
H (-0.440, 4.525, 0.826)
H (1.299, 5.032, 0.804)
H (-0.233, -0.229, -0.012)
H (-0.519, 1.489, 0.163)
H (-2.050, -0.939, 1.213)
H (-3.531, 0.127, 2.703)
H (-3.286, 1.733, 1.958)
H (-2.169, 1.170, 3.254)
H (-2.770, -1.440, -0.761)
H (-3.922, -0.283, -1.494)
H (-3.619, -3.049, 0.650)
H (-5.304, -4.109, 2.158)
H (-7.442, -2.753, 2.891)
H (-7.771, -0.434, 1.994)
H (-5.976, 0.700, 0.371)
H (1.566, 3.061, -0.184)
H (3.558, 1.958, 0.324)
H (0.898, -2.182, 5.380)
H (2.282, -1.587, 4.415)
H (1.581, -0.607, 5.860)
H (-0.154, -2.666, 3.410)
C (-1.630, 9.251, 0.006)
C (-0.413, 8.398, -0.253)
O (-0.474, 7.191, -0.227)
C (0.883, 9.111, -0.547)
H (-2.487, 8.607, 0.203)
H (-1.461, 9.885, 0.879)
H (-1.847, 9.867, -0.869)
H (1.163, 9.739, 0.301)
H (0.777, 9.720, -1.447)
H (1.670, 8.375, -0.713)
C (1.126, 2.181, -3.835)
C (0.936, 3.652, -3.584)
O (1.137, 4.129, -2.488)
C (0.488, 4.505, -4.745)
H (1.450, 1.695, -2.908)
H (0.182, 1.733, -4.155)
H (1.893, 2.030, -4.599)
H (-0.482, 4.161, -5.105)
H (1.224, 4.457, -5.546)
H (0.393, 5.541, -4.418)
C (0.172, 2.880, -9.037)
C (-0.020, 4.355, -8.792)
O (0.180, 4.843, -7.701)
C (-0.471, 5.194, -9.959)
H (0.496, 2.400, -8.113)
H (-0.771, 2.431, -9.354)
H (0.937, 2.725, -9.800)
H (-1.442, 4.841, -10.313)
H (0.266, 5.141, -10.763)
H (-0.569, 6.232, -9.642)
C (4.531, -7.919, 2.646)
C (4.548, -9.193, 3.449)
O (5.567, -9.838, 3.590)
C (3.249, -9.634, 4.072)
H (5.531, -7.722, 2.258)
H (3.842, -8.019, 1.805)
H (4.232, -7.085, 3.279)
H (2.504, -9.811, 3.291)
H (2.893, -8.874, 4.769)
H (3.408, -10.564, 4.619)
C (2.243, -5.230, 5.634)
C (1.205, -4.989, 6.701)
O (0.635, -3.926, 6.795)
C (0.905, -6.127, 7.645)
H (2.357, -4.330, 5.029)
H (3.205, -5.465, 6.096)
H (1.928, -6.050, 4.985)
H (1.807, -6.401, 8.196)
H (0.530, -6.986, 7.086)
H (0.142, -5.813, 8.358)
C (-9.657, 2.560, -1.296)
C (-9.643, 1.307, -0.458)
O (-8.625, 0.676, -0.286)
C (-10.949, 0.870, 0.157)
H (-8.653, 2.754, -1.674)
H (-10.333, 2.433, -2.145)
H (-9.973, 3.411, -0.689)
H (-11.681, 0.669, -0.627)
H (-11.322, 1.646, 0.829)
H (-10.790, -0.043, 0.731)
C (-5.329, 1.693, -9.653)
C (-4.218, 2.469, -8.993)
O (-3.719, 3.436, -9.529)
C (-3.752, 1.995, -7.640)
H (-5.561, 2.145, -10.618)
H (-5.015, 0.660, -9.816)
H (-6.224, 1.719, -9.029)
H (-3.369, 0.975, -7.714)
H (-4.577, 2.035, -6.927)
H (-2.951, 2.645, -7.286)
C (1.994, -12.483, 1.355)
C (0.912, -11.507, 0.964)
O (0.545, -10.634, 1.722)
C (0.305, -11.661, -0.406)
H (2.338, -12.253, 2.364)
H (1.600, -13.501, 1.342)
H (2.839, -12.397, 0.669)
H (-0.163, -12.643, -0.498)
H (1.075, -11.539, -1.170)
H (-0.457, -10.896, -0.552)
C (3.867, 4.851, -2.421)
C (5.323, 5.194, -2.246)
O (5.733, 5.728, -1.237)
C (6.256, 4.845, -3.380)
H (3.313, 5.154, -1.534)
H (3.462, 5.381, -3.285)
H (3.752, 3.773, -2.552)
H (5.955, 5.375, -4.286)
H (6.245, 3.768, -3.552)
H (7.271, 5.148, -3.119)